This record from the OMol25 dataset describes an isolated molecule of C5H6O2 at a distorted geometry. The level of theory is ωB97M-V/def2-TZVPD.

## Properties
M = 98.101 g mol⁻¹
HOMO-LUMO gap = 10.6076 eV
Energy above the lowest of the compared OMol25 structures with the same formula, charge and spin = 72.7 kcal per mole
Largest force on an atom = 0.0327 hartree/bohr
E = -9373.9416 eV
Highest occupied orbital energy = -9.843 eV

Geometry (Å):
1 O 1.033 1.577 0.212
2 O -1.122 -0.083 1.777
3 C -1.961 0.061 -1.140
4 C -0.103 -0.682 1.532
5 C -1.036 -0.413 -0.533
6 C 1.208 0.369 -0.472
7 C 0.282 -0.765 0.066
8 H 0.127 1.876 0.047
9 H 2.269 0.118 -0.421
10 H 0.929 0.457 -1.532
11 H -2.807 0.405 -1.689
12 H 0.432 -1.183 2.352
13 H 0.747 -1.735 -0.198